# 1
ORCA calculation (ωB97M-V/def2-TZVPD) on a structure of composition C27H31CeN8O8S at a distorted geometry.

Structure (ORCA input):
```
! wB97M-V def2-TZVPD RIJCOSX def2/J DEFGRID3
* xyz 1 1
Ce 1.210 0.410 -0.699
O 0.338 2.043 -2.225
C 0.605 2.562 -3.362
C -0.409 3.099 -4.226
C -0.078 3.714 -5.417
C 1.251 3.799 -5.869
C 2.261 3.320 -5.078
C 1.978 2.675 -3.846
C 3.073 2.117 -3.134
N 3.120 1.334 -2.068
C 4.477 1.046 -1.549
C 4.517 0.748 -0.068
N 3.449 -0.191 0.317
C 3.709 -1.157 1.189
C 2.948 -2.361 1.308
C 3.115 -3.147 2.483
C 2.352 -4.274 2.699
C 1.490 -4.741 1.671
C 1.366 -4.051 0.486
C 1.931 -2.753 0.339
O 1.527 -1.976 -0.611
H -1.432 3.044 -3.859
H -0.882 4.144 -6.007
H 1.468 4.269 -6.839
H 3.307 3.412 -5.372
H 4.074 2.376 -3.567
H 5.139 1.906 -1.760
H 4.872 0.151 -2.079
H 4.368 1.693 0.484
H 5.482 0.315 0.251
H 4.530 -0.974 1.924
H 3.820 -2.808 3.226
H 2.427 -4.845 3.630
H 0.927 -5.644 1.894
H 0.815 -4.429 -0.370
N 0.245 -0.584 1.942
N 0.110 0.439 2.864
C 0.250 1.695 2.466
N -0.063 2.664 3.333
N 0.677 1.912 1.232
N 1.043 3.160 0.796
O 0.486 4.184 1.153
O 1.942 3.153 -0.097
H -0.628 -0.793 1.434
H 0.720 -1.383 2.319
H -0.388 0.293 3.734
H 0.144 2.452 4.299
H 0.247 3.570 2.977
C -3.786 2.348 3.217
C -3.809 0.956 2.640
C -3.179 -0.109 3.264
C -3.106 -1.371 2.665
C -3.708 -1.531 1.407
C -4.468 -0.507 0.826
C -4.498 0.750 1.425
S -3.696 -3.109 0.658
O -4.845 -3.177 -0.229
O -3.535 -4.092 1.717
N -2.312 -3.188 -0.272
C -2.362 -3.013 -1.718
C -2.470 -1.565 -2.138
C -1.302 -0.623 -1.745
O -0.297 -0.619 -2.510
O -1.382 0.055 -0.708
H -3.520 2.329 4.291
H -4.737 2.859 3.104
H -3.040 2.950 2.684
H -2.785 0.014 4.270
H -2.690 -2.221 3.178
H -5.039 -0.690 -0.092
H -5.035 1.589 0.985
H -1.697 -3.918 0.056
H -3.244 -3.529 -2.159
H -1.465 -3.474 -2.129
H -3.395 -1.117 -1.792
H -2.527 -1.588 -3.241
*
```

Computed properties:
HOMO energy (spin up / spin down) = -10.51 / -10.40 eV
F_max = 2.94 eV/Å
Kohn-Sham gap (spin up / spin down) = 5.6 / 4.9 eV
Relative energy (zero: lowest compared OMol25 entry of this formula, charge and spin) = 18.53 kcal/mol
E_LUMO (spin up / spin down) = -4.901 / -5.470 eV

# 2
ORCA calculation (ωB97M-V/def2-TZVPD) on a structure of composition C27H31Cl3LaN6O4S2Si at a distorted geometry.

Structure (ORCA input):
```
! wB97M-V def2-TZVPD RIJCOSX def2/J DEFGRID3
* xyz -1 1
La -0.755 0.102 0.262
O 0.676 1.050 1.881
C 1.637 1.893 1.984
C 2.485 1.902 3.131
C 3.426 2.839 3.382
C 3.714 3.849 2.467
C 3.014 3.835 1.302
C 1.999 2.899 1.042
C 1.301 3.055 -0.175
N 0.307 2.424 -0.652
C -0.142 2.977 -1.927
C -1.011 2.023 -2.725
N -2.037 1.496 -1.797
C -3.205 1.980 -1.883
C -4.284 1.801 -0.929
C -5.538 2.410 -1.221
C -6.609 2.345 -0.370
C -6.481 1.595 0.790
C -5.297 1.024 1.148
C -4.124 1.131 0.345
O -3.010 0.629 0.748
H 2.309 1.092 3.822
H 3.963 2.681 4.305
H 4.391 4.680 2.644
H 3.263 4.580 0.562
H 1.728 3.812 -0.825
H 0.714 3.318 -2.505
H -0.771 3.872 -1.688
H -0.411 1.179 -3.111
H -1.500 2.491 -3.606
H -3.454 2.713 -2.665
H -5.620 3.003 -2.121
H -7.574 2.820 -0.564
H -7.364 1.473 1.463
H -5.156 0.477 2.066
N -2.375 -2.075 -0.723
N -3.469 -1.591 -1.442
C -4.385 -2.415 -1.995
N -5.354 -1.795 -2.759
S -4.225 -4.066 -1.787
H -1.944 -2.846 -1.257
H -2.704 -2.433 0.209
H -3.375 -0.638 -1.740
H -5.689 -0.919 -2.389
H -6.103 -2.419 -3.001
C 5.043 0.002 -1.143
Si 4.708 -1.846 -1.298
C 4.756 -2.444 -3.116
C 6.129 -2.784 -0.422
C 3.123 -2.330 -0.443
C 3.202 -3.363 0.462
C 2.132 -3.729 1.259
C 1.016 -2.934 1.138
N 0.868 -1.936 0.284
C 1.869 -1.661 -0.567
S 1.477 -0.525 -1.845
H 5.936 0.248 -1.756
H 5.302 0.235 -0.104
H 4.227 0.629 -1.386
H 5.788 -2.334 -3.413
H 4.134 -1.833 -3.756
H 4.447 -3.487 -3.152
H 7.045 -2.369 -0.828
H 6.209 -3.855 -0.529
H 6.057 -2.539 0.652
H 4.143 -3.916 0.611
H 2.149 -4.622 1.866
H 0.229 -3.102 1.858
Cl 0.270 -1.359 4.760
C -1.494 -1.172 4.523
Cl -2.357 -2.027 5.803
Cl -1.850 0.549 4.555
C -1.800 -1.793 3.087
O -2.563 -2.729 3.033
O -1.155 -1.225 2.171
*
```

Computed properties:
HOMO energy = -5.09 eV
F_max = 1.79 eV/Å
Kohn-Sham gap = 7.3 eV
Relative energy (zero: lowest compared OMol25 entry of this formula, charge and spin) = 0.00 kcal/mol
E_LUMO = 2.249 eV

# 3
ORCA calculation (ωB97M-V/def2-TZVPD) on a structure of composition C27H31ClN4O5 at a distorted geometry.

Structure (ORCA input):
```
! wB97M-V def2-TZVPD RIJCOSX def2/J DEFGRID3
* xyz 0 1
C -4.475 5.884 4.936
C -3.358 5.366 4.289
C -2.601 4.429 5.232
C -1.255 3.938 4.463
C -0.468 3.186 5.308
C -1.108 1.740 5.627
O -1.720 1.622 6.632
N -1.204 0.725 4.676
C -0.276 0.652 3.526
H -0.386 1.531 2.965
C -0.545 -0.908 2.907
C -1.060 -1.637 3.979
C -1.762 -0.384 4.959
H -1.722 -0.921 6.096
C -3.341 -0.488 4.541
O -3.581 -1.237 3.693
N -3.871 0.359 5.480
H -4.859 0.341 5.264
H -3.655 0.731 6.203
H -1.533 -2.495 3.820
H -0.161 -1.940 4.566
C -1.313 -0.844 1.719
C -0.562 -1.376 0.693
N 0.750 -1.671 1.133
O 0.482 -1.286 2.298
C -1.004 -1.457 -0.638
C 0.074 -1.754 -1.618
C -0.489 -2.243 -2.940
C -1.540 -1.912 -3.379
C -2.547 -1.414 -2.380
C -2.354 -1.286 -1.141
H -3.066 -0.799 -0.510
H -3.636 -1.273 -2.731
H -1.896 -1.922 -4.423
N 0.674 -2.534 -3.853
C 0.470 -2.973 -5.111
O -0.557 -2.580 -5.931
C 2.097 -3.397 -5.604
O 3.027 -2.893 -5.001
C 3.431 -1.698 -5.084
C 2.751 -0.506 -5.498
C 3.272 0.591 -5.618
C 4.332 1.110 -5.032
C 5.105 0.222 -4.363
C 4.518 -1.230 -4.499
H 5.075 -1.871 -3.764
H 5.959 0.474 -3.733
Cl 4.832 2.892 -4.788
H 2.355 1.535 -6.126
H 1.764 -0.855 -6.244
H 1.900 -2.971 -6.787
H 1.856 -4.367 -5.700
H 1.340 -2.711 -3.283
H 1.082 -2.059 -1.181
H -2.264 -1.222 2.074
H -1.646 0.187 1.629
H 0.822 0.740 3.890
H -0.198 3.421 6.267
H 0.492 2.635 4.953
H -1.371 3.256 3.804
H -0.634 4.819 4.123
H -2.107 5.040 6.054
H -3.156 3.677 5.498
H -2.510 6.075 3.692
H -3.542 4.799 3.347
H -5.048 6.573 4.209
H -5.067 5.182 5.267
H -4.207 6.390 5.795
*
```

Computed properties:
HOMO energy = -7.77 eV
F_max = 18.31 eV/Å
Kohn-Sham gap = 7.3 eV
Relative energy (zero: lowest compared OMol25 entry of this formula, charge and spin) = 584.74 kcal/mol
E_LUMO = -0.446 eV